Entry 1:
ORCA calculation (ωB97M-V with the def2-TZVPD basis set) on one molecule with the formula C11H13NO4.

XYZ file:
```
29
Properties=species:S:1:pos:R:3:forces:R:3
C 3.011861 2.545497 -0.450120 -0.2 0.1 0.1
C 2.541849 1.396237 0.412928 0.3 0.3 -0.2
O 1.554782 1.434243 1.112336 -0.3 0.1 0.1
N 3.360303 0.309573 0.360967 0.3 -0.4 0.0
H 4.094783 0.287464 -0.329094 -0.1 0.1 0.0
C 2.963510 -0.948018 0.942237 -0.3 -0.1 -0.2
C 2.484967 -1.927960 -0.144561 0.3 0.0 0.4
H 3.333080 -2.241269 -0.761409 -0.1 0.0 0.1
H 2.039923 -2.818826 0.313623 0.0 0.0 -0.1
O 1.605802 -1.312708 -1.058919 -0.2 0.1 -0.1
C 0.351671 -0.953333 -0.671154 -0.3 0.1 -0.1
C -0.272086 -1.344015 0.510134 0.4 -0.2 -0.1
C -1.558951 -0.924561 0.781817 -0.2 0.2 -0.2
C -2.246279 -0.115764 -0.117131 0.2 -0.1 0.1
C -1.621686 0.267477 -1.305171 -0.1 0.0 0.2
C -0.340923 -0.146768 -1.578892 0.2 -0.1 0.1
H 0.158307 0.141784 -2.490635 0.1 0.0 -0.1
H -2.162400 0.896936 -1.995088 0.0 0.0 -0.1
C -3.617141 0.352599 0.145676 -0.5 0.3 -0.2
O -4.268080 1.041883 -0.602470 0.1 0.0 0.0
O -4.113544 -0.066440 1.324891 0.0 -0.2 0.4
H -5.010808 0.283499 1.436408 0.2 0.1 -0.3
H -2.037972 -1.222598 1.701053 0.0 0.0 0.1
H 0.232527 -1.973218 1.226281 0.1 0.0 0.0
H 2.151807 -0.711509 1.634215 0.2 -0.1 0.0
H 3.796421 -1.395497 1.492120 -0.1 0.0 0.0
H 2.930362 2.269635 -1.499660 0.0 0.0 -0.1
H 2.386103 3.412612 -0.262439 0.0 0.0 0.0
H 4.048369 2.789236 -0.229084 0.1 0.0 0.0
```
Positions in Å, forces in eV/Å.

highest occupied orbital energy	-8.7	eV
largest force on an atom	0.61	eV/Å
LUMO	0.66	eV
molecular weight	223.2	g/mol
SMILES	CC(=O)NCCOc1ccc(C(=O)O)cc1
HOMO-LUMO gap	9.400	eV

These are the Mulliken partial charges, in e, on atoms 1 to 4: number 1, C, carries -1.35; number 2, C, carries 0.83; number 3, O, carries -0.60; number 4, N, carries -0.16



Entry 2:
ORCA calculation (ωB97M-V with the def2-TZVPD basis set) on one molecule with the formula C11H13O2PSi in a non-equilibrium geometry.

XYZ file:
```
28
Properties=species:S:1:pos:R:3:forces:R:3
C -3.521745 2.492980 -0.121532 0.1 0.7 0.6
C -2.168892 2.906019 -0.081436 -1.8 -2.9 0.0
C -3.878139 1.175304 0.044774 1.5 -0.3 -0.5
C -1.218800 1.912976 -0.011175 1.5 1.5 -0.4
C -2.817065 0.224557 0.264729 -4.7 0.2 -0.6
C -1.528220 0.553360 0.150578 2.5 0.9 0.5
C -3.277694 -1.133165 0.514600 1.0 -3.2 0.1
C -0.438188 -0.440429 0.341058 -1.1 -1.7 0.8
C 1.995088 -1.740944 -1.653130 -0.2 -0.5 2.7
C 2.592970 -2.158778 1.260851 -2.2 0.3 0.6
C 3.351012 0.709062 -0.064698 -2.3 0.4 1.7
O -4.267913 -1.804655 0.534437 2.3 2.2 0.0
O 0.765690 0.117420 0.209898 0.2 -0.3 0.3
Si 2.171775 -0.801361 0.056872 1.2 0.3 -2.2
P -0.798288 -2.070778 0.813159 -1.8 2.1 -0.8
H -4.279876 3.256107 -0.188424 -0.3 0.0 -0.3
H -1.930068 3.913208 -0.175693 0.5 1.5 -0.1
H -4.884084 0.840805 -0.181646 0.0 -0.1 0.6
H -0.193094 2.328415 -0.114543 -0.5 -1.1 0.3
H 2.773544 -1.500873 -2.314997 0.9 0.5 -1.1
H 2.017120 -2.822624 -1.487314 0.3 0.0 0.1
H 1.019670 -1.619546 -2.048789 -0.9 0.7 -0.7
H 3.604597 -2.432963 1.297047 1.6 -0.3 -0.4
H 2.305317 -2.015527 2.318628 -0.2 0.0 -0.5
H 1.989746 -2.973889 0.810844 0.5 0.1 0.7
H 4.334722 0.516016 0.284270 0.9 -0.1 0.7
H 3.487421 1.053689 -1.071609 -0.4 0.4 -0.6
H 2.793383 1.515601 0.613243 1.5 -1.5 -1.5
```
Positions in Å, forces in eV/Å.

highest occupied orbital energy	-7.8	eV
largest force on an atom	4.78	eV/Å
LUMO	-0.85	eV
molecular weight	236.3	g/mol
HOMO-LUMO gap	6.910	eV

These are the Mulliken partial charges, in e, on atoms 1 to 4: number 1, C, carries -0.33; number 2, C, carries -0.84; number 3, C, carries -0.92; number 4, C, carries -0.22



Entry 3:
ORCA calculation (ωB97M-V with the def2-TZVPD basis set) on one molecule with the formula C11H13P in a non-equilibrium geometry.

XYZ file:
```
25
Properties=species:S:1:pos:R:3:forces:R:3
C 3.332280 0.402306 0.286790 0.6 1.2 1.8
C 2.690763 -0.677674 0.852512 -1.1 -0.7 -0.7
C 2.514756 1.386351 -0.204279 -1.7 0.3 -1.3
C 1.292673 -0.903204 0.746835 1.5 0.9 -0.5
C 1.115615 1.211208 -0.300616 2.3 0.1 1.0
C 0.469561 0.100478 0.222676 0.3 -1.4 -0.2
C 0.190447 2.240195 -0.737603 -0.2 2.6 0.6
C -2.035151 -0.376647 1.108729 -0.7 -0.4 -0.2
C -2.224436 -0.450312 -0.381625 0.9 1.9 0.1
C -1.014280 0.287809 0.230397 -1.3 1.3 1.5
C -1.902133 -1.631926 -1.185771 -0.7 -1.7 0.2
P -1.217954 2.131669 0.484858 -1.2 -0.6 -3.2
H 4.366754 0.721021 0.558610 -0.7 -0.9 -0.6
H 3.217117 -1.440069 1.368031 0.7 -0.6 0.3
H 2.890871 2.328153 -0.567007 0.3 0.2 0.0
H 1.061791 -1.901384 1.031722 -1.1 -0.4 0.5
H 0.562231 3.264951 -0.924605 0.3 -0.5 0.4
H -0.160009 1.933183 -1.668335 -1.2 -0.4 -1.8
H -2.745830 0.200094 1.747755 0.8 -0.3 -0.7
H -1.754349 -1.302049 1.538307 0.3 -0.9 0.5
H -2.915484 0.243618 -0.828168 -0.4 0.1 0.1
H -1.995981 -1.554278 -2.266999 -0.5 0.2 0.1
H -2.365465 -2.539903 -0.780291 -0.6 0.1 -0.5
H -0.900844 -1.874161 -1.035769 2.1 -0.3 0.2
H -0.404837 2.102749 1.518987 1.5 0.2 2.3
```
Positions in Å, forces in eV/Å.

highest occupied orbital energy	-8.4	eV
largest force on an atom	3.48	eV/Å
LUMO	1.02	eV
molecular weight	176.2	g/mol
SMILES	C[C@H]1C[C@]12PCc1ccccc12
HOMO-LUMO gap	9.414	eV

These are the Mulliken partial charges, in e, on atoms 1 to 4: number 1, C, carries -0.68; number 2, C, carries -0.54; number 3, C, carries -0.52; number 4, C, carries -0.45



Entry 4:
ORCA calculation (ωB97M-V with the def2-TZVPD basis set) on one molecule with the formula C11H13P in a non-equilibrium geometry.

XYZ file:
```
25
Properties=species:S:1:pos:R:3:forces:R:3
C 3.699413 0.910848 -0.046522 0.3 0.2 0.9
C 3.759499 -0.423989 0.134922 -0.2 0.3 -0.5
C 1.637279 2.385173 0.201829 -0.5 1.6 -1.0
C 2.289310 1.263125 -0.079754 -1.0 -0.2 0.9
C 1.553632 0.014575 -0.021705 -1.9 -0.4 -0.7
C 2.426865 -1.029005 0.016327 -1.6 -0.6 -0.8
C -0.689616 0.894188 -0.090125 3.2 -1.2 -0.4
C 2.100901 -2.537668 -0.137365 -0.4 1.2 1.4
C -4.319891 -0.326838 0.246523 0.3 2.4 -4.5
C -1.879321 0.101397 -0.375598 -0.3 -2.4 1.1
C -3.225681 0.734422 0.116023 0.9 1.2 2.3
P -0.233262 2.438823 0.098551 0.4 0.7 0.4
H 4.430434 1.674483 0.157906 0.4 -0.2 -0.2
H 4.583317 -1.034421 0.404845 0.9 -0.2 0.0
H 2.094269 3.402617 0.221761 -0.2 -1.0 0.2
H 2.956502 -3.211561 0.097186 -0.7 0.5 -0.6
H 1.520425 -2.752796 -1.048437 0.9 0.0 0.0
H 1.338350 -2.685556 0.638130 0.2 -0.4 0.1
H -4.433893 -0.913267 1.066471 0.3 -1.6 2.6
H -3.995306 -0.899910 -0.659553 -1.3 -0.5 0.7
H -5.278597 0.193119 0.043642 0.3 -0.6 0.0
H -1.661974 -1.022288 0.032436 -0.9 2.6 -0.8
H -2.069506 -0.005329 -1.447124 0.6 -0.2 -0.1
H -3.540526 1.467998 -0.643046 0.1 -0.3 0.2
H -3.062623 1.361860 1.072687 -0.2 -1.1 -1.3
```
Positions in Å, forces in eV/Å.

highest occupied orbital energy (spin up / spin down)	-8.2 / -8.2	eV
largest force on an atom	5.08	eV/Å
LUMO (spin up / spin down)	-0.66 / -0.66	eV
molecular weight	176.2	g/mol
HOMO-LUMO gap (spin up / spin down)	7.528 / 7.530	eV

These are the Mulliken partial charges, in e, on atoms 1 to 4: number 1, C, carries -1.13; number 2, C, carries -0.38; number 3, C, carries -0.40; number 4, C, carries 0.75